{
  "formula": "C10H15NO8",
  "method": "ωB97M-V with the def2-TZVPD basis set",
  "symbols": ["C", "C", "C", "C", "C", "C", "C", "C", "O", "O", "O", "C", "O", "O", "O", "N", "O", "O", "C", "H", "H", "H", "H", "H", "H", "H", "H", "H", "H", "H", "H", "H", "H", "H"],
  "positions_angstrom": [[-4.382, -1.794, -0.440], [-3.495, -0.989, -1.340], [-2.285, -0.534, -0.517], [-1.370, -1.635, -0.004], [-0.247, -1.327, 0.644], [0.235, 0.119, 0.711], [-0.904, 1.149, 0.324], [-1.459, 0.641, -1.028], [-2.264, 1.550, -1.672], [-2.032, 1.156, 1.140], [-2.979, 0.090, 0.563], [-0.344, 2.580, 0.399], [1.261, 0.297, -0.241], [2.752, 0.475, 0.501], [3.653, 0.165, -0.328], [4.994, 1.060, 1.248], [6.119, 0.651, 1.098], [4.445, 1.849, 1.990], [0.644, -2.352, 1.268], [-5.284, -2.103, -0.974], [-3.862, -2.683, -0.095], [-4.654, -1.188, 0.423], [-3.145, -1.541, -2.222], [-4.017, -0.095, -1.697], [-1.720, -2.670, -0.121], [0.546, 0.386, 1.735], [-0.665, 0.296, -1.717], [-1.740, 2.326, -1.939], [0.542, 2.678, -0.243], [-1.104, 3.310, 0.103], [-0.043, 2.785, 1.434], [1.565, -1.883, 1.637], [0.140, -2.861, 2.107], [0.903, -3.125, 0.532]],
  "mulliken_charge": [-1.145, -0.660, 1.982, -1.398, 0.600, -0.205, 1.288, -1.065, -0.610, -0.540, -0.367, -1.782, -0.431, 0.250, -0.243, 0.819, -0.427, -0.380, -1.574, 0.427, 0.287, 0.305, 0.334, 0.377, 0.354, 0.674, 0.446, 0.464, 0.307, 0.506, 0.394, 0.323, 0.318, 0.369],
  "e_above_lowest_kj_mol": 1202.9,
  "largest_force_ha_per_bohr": 0.061,
  "multiplicity": 1,
  "lumo_energy_ha": [-0.054, -0.059],
  "homo_lumo_gap_ev": [8.037, 7.822]
}